No. 1
A cluster of 7 separate species, C29H57FN8OP in total in a non-equilibrium geometry. Source: OMol25; level of theory: wB97M-V/def2-TZVPD.

```
97
Properties=species:S:1:pos:R:3:mulliken_charge:R:1
C -0.1793 -0.9703 -2.9439 -1.2475
C -0.9997 0.2692 -2.5731 -0.1105
N -2.4223 -0.0161 -2.5759 -0.3653
P -3.2010 -0.0785 -0.9571 1.6512
F -1.8539 -1.0159 -0.2820 -0.5128
C -4.7821 0.8219 -1.5352 -0.7537
C -5.3819 0.3444 -2.8704 -0.4971
C -5.9708 -1.0295 -2.8006 0.2704
N -7.0990 -1.2309 -1.9375 -0.5323
O -5.5141 -1.9082 -3.4398 -0.5904
H -0.2202 -1.7122 -2.1558 0.1592
H 0.8451 -0.7376 -3.2300 0.4240
H -0.6488 -1.4271 -3.8115 0.3217
H -0.8078 1.0019 -3.3727 0.3473
H -0.6746 0.7351 -1.6511 -0.0624
H -2.6448 -0.8221 -3.1453 0.2417
H -3.8313 -1.3616 -1.2302 -0.0864
H -3.7501 -0.0766 0.4031 -0.2744
H -2.5391 1.1444 -0.6247 -1.0366
H -4.6115 1.8912 -1.6174 0.3877
H -5.5417 0.6337 -0.7767 0.0144
H -6.2243 1.0104 -3.0914 0.4826
H -4.7150 0.4007 -3.7178 0.3275
H -7.6343 -1.9677 -2.3871 0.3388
H -6.7033 -1.6447 -1.0955 0.1957
C 1.1791 3.2268 0.5101 -1.1471
C 0.5306 4.2075 -0.4600 -0.2555
C -0.7698 4.8070 0.0803 -0.6765
C -1.7504 3.7438 0.3317 0.2141
N -2.4657 2.8794 0.5255 -0.4085
H 0.5352 2.3668 0.6998 0.4348
H 2.1141 2.8462 0.0960 0.1937
H 1.4015 3.7086 1.4657 0.3725
H 0.3327 3.6963 -1.4050 0.2593
H 1.2317 5.0169 -0.6748 0.2399
H -1.1913 5.5091 -0.6393 0.3100
H -0.5870 5.3470 1.0106 0.3239
C -1.9595 -3.4192 2.8103 -1.4192
C -1.4944 -3.6210 1.3784 -0.1507
C -0.8749 -5.0009 1.1277 -0.2481
C 0.3143 -5.1958 1.9797 0.3885
N 1.2326 -5.3340 2.6401 -0.5893
H -1.1309 -3.4667 3.5229 0.4816
H -2.4157 -2.4352 2.9031 0.3040
H -2.7025 -4.1675 3.0972 0.3065
H -0.7741 -2.8434 1.1252 0.1994
H -2.3465 -3.4897 0.7135 0.1542
H -0.5782 -5.0954 0.0825 0.3766
H -1.5966 -5.7912 1.3476 0.1692
C 0.5571 -9.9791 2.9583 -1.1501
C 0.1976 -10.1558 1.4870 -0.4899
C -0.6050 -8.9776 0.9274 -0.1423
C -1.8703 -8.8338 1.6652 0.2447
N -2.8488 -8.7512 2.2407 -0.4648
H -0.3355 -9.9270 3.5832 0.3604
H 1.1528 -10.8230 3.3087 0.3319
H 1.1366 -9.0672 3.1134 0.3000
H -0.3730 -11.0790 1.3637 0.2982
H 1.1140 -10.2642 0.9035 0.3111
H -0.8273 -9.1350 -0.1278 0.3110
H -0.0382 -8.0495 1.0179 0.0900
C 5.9081 6.0338 -1.9203 -1.0745
C 5.8209 4.9741 -0.8271 -0.5102
C 4.3783 4.6472 -0.4301 -0.3374
C 3.7040 5.8501 0.0898 0.2842
N 3.2004 6.7900 0.4883 -0.5254
H 5.4887 6.9855 -1.5898 0.3602
H 6.9495 6.2139 -2.1933 0.1526
H 5.3734 5.7178 -2.8185 0.3336
H 6.3749 5.3164 0.0486 0.2734
H 6.3065 4.0607 -1.1731 0.3274
H 4.3639 3.8767 0.3396 0.3704
H 3.8208 4.2733 -1.2901 0.3605
C -7.0553 0.0252 1.7793 -0.6254
C -7.6336 -1.2022 2.4786 -0.5072
C -6.5697 -2.0089 3.2293 -0.5141
C -5.5453 -2.4865 2.2949 0.1960
N -4.7695 -2.8571 1.5508 -0.2873
H -6.3224 -0.2511 1.0193 -0.1206
H -7.8455 0.5873 1.2805 0.3352
H -6.5661 0.6896 2.4942 0.3590
H -8.1223 -1.8413 1.7398 0.2985
H -8.4030 -0.8869 3.1881 0.3065
H -7.0180 -2.8698 3.7262 0.3233
H -6.0897 -1.3920 3.9903 0.2718
C 10.0537 7.4568 -0.2285 -1.1149
C 11.0406 6.6045 -1.0191 -0.4367
C 10.3667 5.4400 -1.7513 -0.2735
C 9.7054 4.5401 -0.7968 0.2352
N 9.2033 3.8443 -0.0540 -0.4595
H 9.5664 6.8779 0.5572 0.3418
H 10.5683 8.2894 0.2513 0.3347
H 9.2801 7.8683 -0.8801 0.2857
H 11.8047 6.2171 -0.3423 0.2929
H 11.5510 7.2314 -1.7528 0.3113
H 11.1023 4.8658 -2.3144 0.2988
H 9.6201 5.8118 -2.4544 0.2076
```

Summary:
2S+1 = 1
total energy = -2093.6502 hartree
total charge = -1
F_max = 3.1 eV/Å

---

No. 2
A structure of composition C29H58BrClInO12 in a non-equilibrium geometry. Source: OMol25; level of theory: wB97M-V/def2-TZVPD.

```
102
Properties=species:S:1:pos:R:3:mulliken_charge:R:1
C 2.0771 -4.5682 3.5443 -0.8584
C 3.4889 -4.8097 3.0950 0.6861
O 3.7971 -5.7976 2.4255 -0.6162
O 4.4116 -3.9292 3.5610 -0.3576
C 5.3056 -3.3860 2.5769 -0.6494
C 5.1237 -1.8830 2.3429 -0.4238
C 3.8627 -1.2482 2.9217 0.3326
C 3.4368 0.0146 2.1685 -1.5126
In 2.4989 -0.5019 0.1986 0.8888
Br 2.8697 -3.0509 -0.3355 -0.5295
C 0.3561 0.0758 0.1461 -0.7683
C -0.6842 -0.9064 -0.4115 -0.0265
C -0.2368 -1.7058 -1.6301 -0.4647
Cl -1.4312 -1.6270 -2.9919 -0.2981
H 1.7387 -3.5645 3.3239 0.3221
H 1.4389 -5.2679 3.0263 0.3429
H 2.0110 -4.7219 4.6173 0.2932
H 6.3073 -3.5410 2.9673 0.3388
H 5.2418 -3.9537 1.6586 0.3092
H 5.9831 -1.3564 2.7483 0.3814
H 5.1361 -1.6974 1.2726 0.1710
H 4.0515 -1.0432 3.9770 0.4230
H 3.0472 -1.9585 2.8754 -0.4162
H 2.6441 0.4913 2.7379 0.3605
H 4.2769 0.6868 2.0310 0.3907
H 3.3326 0.4173 -1.0984 -0.4237
H 0.0892 0.2569 1.1863 0.4320
H 0.2384 1.0341 -0.3453 -0.1727
H -1.5551 -0.3313 -0.7154 0.0426
H -1.0417 -1.5784 0.3602 0.1390
H -0.1662 -2.7583 -1.3946 0.4578
H 0.7176 -1.3904 -2.0244 0.2276
O -0.1791 3.6455 -0.2810 -0.5308
C -1.1018 3.7371 -1.0392 0.8208
O -1.8126 4.8864 -1.0518 -0.4332
C -2.7967 5.1630 -2.0489 -0.4170
C -4.1692 4.6401 -1.6730 -0.9251
C -1.5150 2.5917 -1.9323 -0.8129
H -2.4627 4.8089 -3.0203 0.3321
H -2.8236 6.2503 -2.1121 0.4152
H -4.1763 3.5538 -1.5799 0.2174
H -4.9011 4.9268 -2.4293 0.4364
H -4.4797 5.0517 -0.7118 0.1149
H -2.1703 1.9289 -1.3648 0.0151
H -0.6216 2.0366 -2.2069 0.3428
H -2.0176 2.8963 -2.8472 0.4156
O -0.4950 5.6128 -4.2362 -0.5305
C 0.6406 5.8038 -3.8932 0.7330
O 1.5870 5.8783 -4.8466 -0.3754
C 2.9439 6.2238 -4.5637 -0.4036
C 3.7600 5.0184 -4.1451 -0.9190
C 1.0408 5.8773 -2.4393 -0.7891
H 2.9896 7.0286 -3.8286 0.3741
H 3.3268 6.6280 -5.4994 0.2926
H 3.3906 4.5833 -3.2171 0.2524
H 4.8035 5.2993 -4.0002 0.3428
H 3.7089 4.2463 -4.9118 0.2958
H 1.1971 4.8660 -2.0647 0.1529
H 0.2230 6.3215 -1.8792 0.2169
H 1.9372 6.4634 -2.2522 0.3606
O -3.6812 0.4643 0.6631 -0.5652
C -4.2233 1.2267 1.4045 0.6674
O -4.8238 2.3270 0.8882 -0.2928
C -5.6144 3.2099 1.6776 -0.5492
C -4.7701 4.2460 2.3920 -0.8127
C -4.1725 1.0304 2.9019 -0.8411
H -6.2449 2.6488 2.3694 0.4151
H -6.2812 3.6972 0.9670 0.3643
H -4.0849 3.7833 3.1016 0.2822
H -5.4064 4.9470 2.9343 0.3872
H -4.1692 4.8017 1.6732 0.1314
H -3.2486 1.4629 3.2807 0.2697
H -4.1477 -0.0375 3.0937 0.1935
H -5.0160 1.4530 3.4454 0.3555
O 2.6935 -3.1887 -7.6828 -0.6000
C 2.1603 -3.8253 -6.8151 0.6907
O 2.0546 -3.3035 -5.5893 -0.3366
C 1.2907 -3.9267 -4.5445 0.1177
C 2.0958 -4.9729 -3.8043 -0.9092
C 1.6616 -5.2325 -7.0690 -0.9019
H 0.3584 -4.3253 -4.9470 0.2991
H 1.0186 -3.1179 -3.8711 -0.1438
H 2.3999 -5.7888 -4.4635 0.3242
H 1.5126 -5.3885 -2.9832 0.3084
H 2.9982 -4.5246 -3.3909 0.2570
H 2.4941 -5.9217 -6.9376 0.2430
H 1.3205 -5.2892 -8.0996 0.3036
H 0.8431 -5.5404 -6.4239 0.3174
O -1.9483 -0.4766 4.6977 -0.5218
C -2.0345 -1.5657 5.1855 0.8301
O -1.8381 -2.6368 4.3970 -0.3188
C -1.7329 -3.9701 4.8933 -0.1949
C -3.0895 -4.6245 5.0544 -1.1222
C -2.4134 -1.7671 6.6365 -1.1328
H -1.1501 -3.9929 5.8156 0.3926
H -1.1515 -4.4992 4.1409 0.1606
H -3.7010 -4.1070 5.7945 0.2929
H -2.9747 -5.6621 5.3688 0.3805
H -3.6284 -4.6035 4.1077 0.3112
H -3.4995 -1.7516 6.7155 0.2648
H -2.0100 -0.9359 7.2083 0.3339
H -2.0398 -2.6899 7.0738 0.3330
```

Summary:
2S+1 = 1
total energy = -5267.0821 hartree
total charge = -1
F_max = 2.5 eV/Å

---

Number 1: E_HOMO -3.7 eV, E_LUMO 1.64 eV, frontier orbital gap 5.352 eV. Number 2: E_HOMO -4.8 eV, E_LUMO 2.00 eV, frontier orbital gap 6.822 eV.